ORCA calculation (the ωB97M-V functional and the def2-TZVPD basis) on a 2-piece molecular cluster, C4H10NO overall in a non-equilibrium geometry.

Geometry as XYZ:
```
16
C4H10NO (the ωB97M-V functional and the def2-TZVPD basis)
C 1.00 -2.06 -1.72
C 0.27 -1.05 -0.92
C 0.80 0.15 -0.58
N 0.35 0.77 0.61
C 0.48 2.09 0.76
H 0.91 -3.17 -1.34
H 2.05 -1.79 -1.76
H 0.62 -2.15 -2.75
H -0.61 -1.43 -0.40
H 1.49 0.65 -1.26
H -0.51 0.23 0.81
H 0.29 2.82 -0.02
H 0.98 2.32 1.68
H -2.11 0.42 2.40
H -3.18 0.34 1.34
O -2.23 0.17 1.48
```

Calculated values
2S+1 ... 1
Charge ... +1
ΔE to the lowest compared entry with this formula, charge and spin ... 3.883 eV
Electronic energy ... -288.02039 a.u.
Maximum force ... 2.93 eV/A

Atom charges from the Löwdin analysis, given in e for atoms 1 to 4:
1. C -0.08
2. C -0.08
3. C -0.08
4. N -0.01


ORCA calculation (the ωB97M-V functional and the def2-TZVPD basis) on C21H19CsN4O4 as an isolated structure in a non-equilibrium geometry.

Geometry as XYZ:
```
49
C21H19CsN4O4 (the ωB97M-V functional and the def2-TZVPD basis)
Cs 0.38 0.62 -0.60
O 2.02 1.70 2.18
C 2.17 1.36 3.39
C 2.00 2.28 4.48
C 2.21 1.92 5.79
C 2.60 0.62 6.15
C 2.76 -0.30 5.12
C 2.54 0.03 3.79
C 2.76 -1.01 2.73
N 1.91 -1.66 2.06
C 0.49 -1.39 2.30
C -0.41 -2.44 1.65
N -0.08 -2.62 0.23
C -0.98 -2.51 -0.66
C -2.46 -2.28 -0.50
C -3.31 -3.38 -0.50
C -4.70 -3.25 -0.45
C -5.22 -1.96 -0.39
C -4.40 -0.85 -0.40
C -2.98 -0.95 -0.45
O -2.21 0.08 -0.44
H 1.69 3.29 4.22
H 2.06 2.67 6.57
H 2.77 0.35 7.18
H 3.07 -1.31 5.36
H 3.81 -1.25 2.51
H 0.23 -0.41 1.90
H 0.28 -1.34 3.38
H -1.46 -2.17 1.81
H -0.23 -3.40 2.14
H -0.62 -2.60 -1.69
H -2.87 -4.37 -0.56
H -5.34 -4.12 -0.45
H -6.30 -1.81 -0.35
H -4.81 0.16 -0.36
C 0.85 4.24 -5.38
N 0.94 2.88 -4.90
C 0.68 1.82 -5.72
C 0.71 0.55 -5.27
C 1.04 0.32 -3.86
O 1.07 -0.83 -3.40
N 1.29 1.40 -3.07
C 1.22 2.67 -3.53
O 1.37 3.69 -2.84
H 0.68 4.21 -6.45
H 1.77 4.79 -5.18
H 0.04 4.78 -4.89
H 0.45 2.07 -6.75
H 0.50 -0.28 -5.92
```

Calculated values
2S+1 ... 1
Charge ... -2
ΔE to the lowest compared entry with this formula, charge and spin ... 0.501 eV
Electronic energy ... -1351.84047 a.u.
Maximum force ... 1.21 eV/A

Atom charges from the Löwdin analysis, given in e for atoms 1 to 4:
1. Cs 1.29
2. O -0.14
3. C -0.45
4. C -0.05


ORCA calculation (the ωB97M-V functional and the def2-TZVPD basis) on one molecule with the formula C7H7ClN2 in a non-equilibrium geometry.

Geometry as XYZ:
```
17
C7H7ClN2 (the ωB97M-V functional and the def2-TZVPD basis)
C -1.92 0.15 1.27
C 1.04 -0.44 -0.36
C 0.24 -1.53 -0.42
C 0.79 1.06 -0.21
C -1.26 -1.70 -0.29
C -2.12 -0.56 0.07
C 2.02 1.92 0.08
N -1.94 0.77 2.25
N -0.34 1.57 -0.18
Cl -3.42 0.06 -0.93
H 2.09 -0.64 -0.48
H 0.76 -2.43 -0.55
H -1.67 -2.20 -1.26
H -1.32 -2.44 0.58
H 2.29 2.78 -0.66
H 2.85 1.23 0.09
H 1.91 2.41 1.00
```

Calculated values
2S+1 ... 3
ΔE to the lowest compared entry with this formula, charge and spin ... 0.400 eV
Electronic energy ... -840.46842 a.u.
Maximum force ... 3.14 eV/A

Atom charges from the Löwdin analysis, given in e for atoms 1 to 4:
1. C -0.33
2. C -0.03
3. C -0.08
4. C -0.42


ORCA calculation (the ωB97M-V functional and the def2-TZVPD basis) on C28H48N6O11S2VY as an isolated structure in a non-equilibrium geometry.

Geometry as XYZ:
```
97
C28H48N6O11S2VY (the ωB97M-V functional and the def2-TZVPD basis)
Y 18.79 -15.25 -12.70
V 15.51 -12.73 -8.55
S 16.40 -14.73 -11.28
O 15.15 -15.38 -11.40
O 16.83 -14.11 -12.61
O 16.39 -13.65 -10.28
O 17.54 -15.57 -11.00
S 16.40 -11.01 -6.93
O 15.04 -12.00 -7.01
O 16.10 -9.67 -7.26
O 17.05 -11.24 -5.69
O 17.07 -11.67 -8.11
C 16.04 -10.98 -16.67
C 17.03 -11.02 -15.56
C 18.43 -11.52 -16.05
C 18.86 -12.62 -15.17
N 19.01 -13.42 -14.36
H 15.13 -10.54 -16.27
H 15.79 -11.95 -17.09
H 16.35 -10.38 -17.49
H 16.78 -11.67 -14.75
H 17.10 -10.08 -15.06
H 19.22 -10.78 -15.96
H 18.37 -11.76 -17.11
C 25.71 -14.52 -11.74
C 24.25 -15.05 -11.99
C 23.32 -14.65 -10.80
C 21.99 -14.68 -11.40
N 20.94 -14.76 -11.89
H 25.68 -13.50 -12.15
H 26.45 -15.15 -12.19
H 25.89 -14.41 -10.70
H 24.12 -16.16 -12.06
H 23.73 -14.74 -12.92
H 23.66 -13.69 -10.45
H 23.37 -15.30 -9.93
C 17.88 -17.91 -5.92
C 16.68 -17.26 -5.19
C 16.71 -15.77 -5.19
C 16.30 -15.11 -6.41
N 16.00 -14.54 -7.33
H 18.77 -17.47 -5.40
H 17.99 -17.52 -6.96
H 17.87 -18.99 -5.95
H 16.68 -17.59 -4.16
H 15.75 -17.57 -5.67
H 17.77 -15.40 -5.03
H 16.15 -15.40 -4.37
C 11.08 -13.53 -5.19
C 10.73 -12.94 -6.50
C 11.10 -13.86 -7.67
C 12.39 -13.59 -8.23
N 13.44 -13.38 -8.62
H 12.14 -13.76 -5.07
H 10.55 -14.44 -4.91
H 10.95 -12.79 -4.39
H 11.21 -11.99 -6.58
H 9.63 -12.87 -6.50
H 10.31 -13.74 -8.41
H 11.05 -14.92 -7.44
C 17.60 -20.70 -12.62
C 18.75 -20.95 -13.60
C 19.93 -20.03 -13.26
C 19.43 -18.62 -13.11
N 19.14 -17.51 -13.12
H 16.76 -21.36 -12.85
H 17.25 -19.67 -12.71
H 17.85 -20.98 -11.56
H 18.45 -20.77 -14.62
H 19.18 -21.95 -13.42
H 20.70 -19.96 -14.03
H 20.29 -20.27 -12.24
C 13.38 -7.98 -12.51
C 13.85 -7.73 -11.07
C 13.42 -8.77 -10.04
C 14.15 -10.10 -10.02
N 14.61 -11.06 -9.71
H 13.79 -8.88 -12.93
H 13.77 -7.25 -13.22
H 12.29 -8.06 -12.61
H 13.54 -6.72 -10.82
H 14.98 -7.69 -11.02
H 12.38 -8.96 -10.14
H 13.63 -8.50 -9.00
C 19.99 -14.05 -5.89
C 20.64 -13.02 -6.80
C 21.42 -11.91 -6.12
O 22.55 -11.65 -6.98
C 22.75 -12.70 -7.80
O 23.65 -12.86 -8.53
O 21.69 -13.59 -7.69
H 19.20 -13.61 -5.26
H 20.67 -14.47 -5.15
H 19.60 -14.95 -6.44
H 19.88 -12.73 -7.51
H 21.83 -12.31 -5.15
H 20.88 -11.00 -5.97
```

Calculated values
2S+1 ... 3
Charge ... +2
ΔE to the lowest compared entry with this formula, charge and spin ... 0.000 eV
Electronic energy ... -4030.34173 a.u.
Maximum force ... 6.01 eV/A

Atom charges from the Löwdin analysis, given in e for atoms 1 to 4:
1. Y 1.58
2. V 0.86
3. S 0.27
4. O -0.24


ORCA calculation (the ωB97M-V functional and the def2-TZVPD basis) on a 2-piece molecular cluster, CH6S overall in a non-equilibrium geometry.

Geometry as XYZ:
```
8
CH6S (the ωB97M-V functional and the def2-TZVPD basis)
S -0.46 0.75 -1.00
H -0.14 2.09 -1.10
H -1.69 1.18 -1.29
C 0.93 -1.56 1.83
H 0.97 -2.41 2.48
H 1.54 -0.73 2.23
H 1.21 -1.61 0.83
H -0.08 -1.20 1.89
```

Calculated values
2S+1 ... 1
ΔE to the lowest compared entry with this formula, charge and spin ... 0.258 eV
Electronic energy ... -439.85623 a.u.
Maximum force ... 2.69 eV/A
SMILES string ... C.S

Atom charges from the Löwdin analysis, given in e for atoms 1 to 4:
1. S 0.46
2. H -0.19
3. H -0.24
4. C -0.05


ORCA calculation (the ωB97M-V functional and the def2-TZVPD basis) on C25H58CuN7O11 as an isolated structure in a non-equilibrium geometry.

Geometry as XYZ:
```
102
C25H58CuN7O11 (the ωB97M-V functional and the def2-TZVPD basis)
Cu -52.30 4.02 -17.83
C -50.19 5.36 -21.36
C -49.71 4.28 -20.29
C -48.20 4.49 -20.06
O -50.60 4.16 -19.19
H -51.28 5.42 -21.43
H -49.71 5.44 -22.33
H -49.95 6.31 -20.89
H -49.64 3.28 -20.73
H -47.63 3.58 -19.87
H -48.02 5.26 -19.31
H -47.65 4.74 -20.97
C -50.84 6.04 -25.71
O -49.47 5.79 -25.97
C -49.12 5.04 -27.09
O -49.88 4.74 -27.98
O -47.81 4.84 -27.08
C -47.09 4.09 -28.13
H -51.16 6.05 -24.67
H -51.39 5.21 -26.16
H -51.17 7.00 -26.10
H -46.03 4.08 -27.87
H -47.10 4.62 -29.08
H -47.36 3.03 -28.12
C -48.68 2.55 -16.50
C -49.80 3.26 -15.67
O -50.98 3.41 -16.07
N -49.35 3.70 -14.46
C -50.24 4.32 -13.50
H -48.82 1.47 -16.54
H -47.79 2.68 -15.89
H -48.76 2.96 -17.51
H -48.38 3.97 -14.39
H -50.47 5.37 -13.66
H -49.86 4.14 -12.50
H -51.22 3.85 -13.61
C -47.64 7.28 -13.80
C -47.17 6.91 -15.21
O -47.29 7.75 -16.14
N -46.65 5.72 -15.50
C -46.31 5.19 -16.76
H -48.62 6.82 -13.72
H -47.68 8.36 -13.63
H -46.97 6.74 -13.13
H -46.24 5.24 -14.71
H -46.11 4.13 -16.63
H -45.46 5.53 -17.35
H -47.22 5.28 -17.35
C -44.37 2.74 -18.67
C -45.42 1.62 -18.46
O -45.92 1.38 -17.40
N -45.78 1.07 -19.61
C -46.88 0.04 -19.78
H -44.10 3.24 -17.74
H -44.68 3.40 -19.48
H -43.36 2.42 -18.91
H -45.46 1.45 -20.49
H -47.35 -0.17 -20.74
H -47.68 0.15 -19.05
H -46.39 -0.88 -19.46
C -47.07 7.81 -22.11
C -48.31 8.58 -21.74
O -48.99 8.99 -22.63
N -48.64 8.78 -20.41
C -49.81 9.63 -20.07
H -47.30 6.85 -22.57
H -46.68 7.43 -21.17
H -46.42 8.43 -22.72
H -48.05 8.51 -19.64
H -50.30 9.43 -19.12
H -50.58 9.64 -20.84
H -49.35 10.61 -19.96
C -51.39 0.80 -20.04
C -52.69 1.21 -19.35
O -52.59 1.89 -18.36
N -53.81 0.72 -19.91
C -55.12 1.14 -19.43
H -50.57 1.00 -19.35
H -51.17 1.43 -20.91
H -51.45 -0.25 -20.29
H -53.75 -0.08 -20.52
H -55.57 1.55 -20.34
H -55.02 1.97 -18.74
H -55.77 0.34 -19.08
O -47.43 0.14 -24.34
C -47.71 1.37 -24.30
N -47.06 2.23 -24.95
C -48.62 1.88 -23.14
H -46.26 1.93 -25.49
H -46.97 3.15 -24.54
H -48.46 2.95 -23.06
H -48.45 1.58 -22.11
H -49.68 1.65 -23.31
O -53.52 9.55 -24.28
C -52.50 9.05 -23.79
N -51.32 9.42 -24.25
C -52.66 8.24 -22.54
H -51.31 10.17 -24.93
H -50.48 9.07 -23.83
H -52.66 7.17 -22.71
H -53.57 8.54 -22.03
H -51.73 8.43 -21.99
```

Calculated values
2S+1 ... 3
Charge ... +2
Electronic energy ... -3838.10573 a.u.
Maximum force ... 8.65 eV/A

Atom charges from the Löwdin analysis, given in e for atoms 1 to 4:
1. Cu 0.59
2. C -0.03
3. C -0.41
4. C -0.03


ORCA calculation (the ωB97M-V functional and the def2-TZVPD basis) on C56H44N6O9S2W as an isolated structure in a non-equilibrium geometry.

Geometry as XYZ:
```
118
C56H44N6O9S2W (the ωB97M-V functional and the def2-TZVPD basis)
W 18.65 12.11 15.45
O 16.18 13.89 12.72
C 16.16 12.65 12.00
C 16.92 11.51 12.81
O 16.75 10.33 12.56
O 17.84 12.04 13.64
C 14.64 12.27 12.06
C 13.92 11.68 11.00
C 12.59 11.36 11.11
C 11.94 11.62 12.27
C 12.58 12.14 13.40
C 13.94 12.46 13.25
C 16.75 12.92 10.62
C 16.38 14.06 9.90
C 17.09 14.53 8.79
C 18.20 13.76 8.34
C 18.49 12.57 8.97
C 17.77 12.14 10.10
H 17.12 14.07 12.88
H 14.43 11.52 10.01
H 12.07 11.02 10.21
H 10.87 11.34 12.36
H 12.10 12.41 14.35
H 14.44 13.06 14.04
H 15.51 14.63 10.22
H 16.76 15.45 8.34
H 18.73 14.07 7.48
H 19.24 11.88 8.61
H 18.02 11.14 10.50
C 9.58 5.35 22.51
O 9.53 6.81 22.36
C 10.02 7.46 21.30
C 10.15 6.83 20.06
C 10.76 7.50 18.97
C 11.31 8.75 19.15
C 11.11 9.35 20.36
C 10.43 8.71 21.45
C 12.26 9.36 18.17
N 13.08 8.66 17.40
C 13.94 9.51 16.90
C 13.67 10.82 17.27
N 12.56 10.66 18.06
C 14.50 11.95 17.00
C 14.23 13.30 17.33
C 15.05 14.29 16.84
C 16.21 13.91 16.21
N 16.52 12.67 15.96
C 15.70 11.72 16.27
C 16.02 10.37 15.83
N 17.27 10.22 15.31
C 17.57 9.10 14.77
C 16.76 7.98 14.89
C 15.61 8.04 15.57
C 15.14 9.29 16.06
H 9.28 5.17 23.52
H 10.62 5.04 22.37
H 8.88 4.89 21.78
H 9.84 5.82 19.81
H 10.88 6.87 18.09
H 11.42 10.32 20.65
H 10.38 9.31 22.32
H 12.18 11.37 18.66
H 13.33 13.55 17.89
H 14.79 15.34 17.16
H 16.97 14.65 15.97
H 18.53 8.99 14.31
H 17.20 7.11 14.47
H 15.00 7.09 15.65
O 18.98 10.70 17.10
S 20.13 9.87 16.54
O 19.91 8.45 16.44
N 20.24 10.70 15.18
C 21.26 10.41 14.27
C 22.19 9.40 14.42
C 23.25 9.26 13.49
C 23.44 10.11 12.49
C 22.42 11.08 12.24
C 22.33 11.87 11.04
C 21.42 12.84 10.87
C 20.56 13.07 12.00
N 20.52 12.27 13.04
C 21.44 11.28 13.18
C 21.65 10.03 17.48
C 22.19 8.86 17.97
C 23.46 8.84 18.53
C 24.16 10.03 18.67
C 23.59 11.24 18.17
C 22.33 11.23 17.57
H 22.07 8.64 15.21
H 23.94 8.47 13.69
H 24.23 10.01 11.76
H 22.97 11.62 10.17
H 21.39 13.45 9.98
H 19.86 13.91 11.99
H 21.63 7.93 17.94
H 23.84 7.92 18.82
H 25.13 10.01 19.17
H 24.01 12.20 18.42
H 21.85 12.14 17.21
O 20.07 13.06 16.45
O 18.73 13.39 16.96
C 19.02 16.70 13.53
S 18.96 15.62 14.93
O 18.59 14.20 14.36
C 20.74 15.69 15.27
C 21.22 16.73 16.07
C 22.56 16.74 16.30
C 23.40 15.80 15.67
C 22.88 14.82 14.84
C 21.50 14.75 14.64
H 19.76 16.36 12.86
H 19.27 17.67 13.94
H 17.96 16.73 13.20
H 20.53 17.44 16.54
H 23.01 17.52 16.91
H 24.49 15.87 15.74
H 23.55 14.06 14.37
H 21.07 13.98 14.06
```

Calculated values
2S+1 ... 3
Charge ... +2
ΔE to the lowest compared entry with this formula, charge and spin ... 0.418 eV
Electronic energy ... -4028.98242 a.u.
Maximum force ... 5.45 eV/A

Atom charges from the Löwdin analysis, given in e for atoms 1 to 4:
1. W 1.90
2. O -0.02
3. C -0.29
4. C -0.43